No. 1
Below is 2 unconnected molecules or ions with the total composition C5H11N3O3, with properties calculated with ωB97M-V/def2-TZVPD.

Atoms and positions in Å:
C 2.4525 -0.0814 1.1126
C 1.5371 -0.6570 0.0961
O 2.0524 -1.0555 -1.0596
C 0.2155 -0.7061 0.3229
N -0.6683 -1.2290 -0.6618
C -1.9467 -1.4128 -0.5040
N -2.5846 -0.9727 0.5288
O -3.9499 -1.2746 0.4638
H 3.3797 -0.8176 1.1913
H 2.1118 -0.1145 2.1889
H 2.7167 0.8882 0.8184
H 2.8143 -0.6736 -1.4877
H -0.1091 -0.6165 1.3591
H -0.1316 -1.6180 -1.3958
H -2.4458 -1.8245 -1.3830
H -4.3402 -1.2097 1.4292
C 0.5125 2.5086 -0.2789
N 0.0806 1.5665 -0.9241
O -1.2584 1.4577 -1.1129
H 1.5583 2.7791 -0.3855
H -0.1898 3.0841 0.2240
H -1.8069 1.9792 -0.5418

Cartesian forces, eV/Å:
1.574 -3.564 1.800
-1.134 0.836 2.010
-0.515 -1.475 -1.956
0.388 -1.577 0.169
3.729 0.901 1.370
-3.375 0.253 0.262
0.903 -0.291 0.299
-1.914 -0.075 2.058
-1.366 1.790 -0.445
-0.249 0.344 -1.388
0.845 1.520 -0.172
0.292 0.722 0.645
-0.334 0.300 -0.576
-0.238 -0.402 -1.039
-0.229 -0.272 0.337
1.727 -0.050 -2.891
1.454 1.709 0.651
-0.439 -1.741 -3.206
0.084 -1.402 -0.793
-0.036 -0.293 0.547
-0.928 1.782 1.207
-0.240 0.984 1.109

electronic energy	-586.89629	Ha
HOMO energy	-7.0926	eV
energy relative to the best compared isomer or geometry (same formula, charge and spin)	129.0	kcal/mol
LUMO energy	0.703	eV
net charge	0
structure (SMILES)	C/C(O)=C/N/C=N/O.C=NO
2S+1	1
frontier orbital gap	7.80	eV

***

No. 2
Below is C5H11N3O5S in the gas phase, with properties calculated with ωB97M-V/def2-TZVPD.

Atoms and positions in Å:
C -0.3610 0.4949 1.4277
C 0.9223 -0.1368 -1.2175
C 0.2580 1.0693 -0.9174
C -0.1277 -1.7907 0.3354
C -2.3842 -1.2366 -0.2675
N -0.4866 1.2434 0.3553
N -0.1531 -0.8467 1.3352
N 0.6431 -2.8797 0.5469
O 2.3614 2.9128 -1.7793
O -0.6026 0.9101 2.5554
O 0.4999 3.6224 -0.2967
O 2.2468 1.9621 0.3971
O -1.2769 -2.0455 -0.3553
S 1.3448 2.5526 -0.7921
H 0.7334 -0.5376 -2.2446
H 2.0453 -0.0540 -1.0247
H -0.6901 1.2732 -1.6253
H -2.5402 -0.7402 0.7443
H -3.3921 -1.8370 -0.5283
H -2.2082 -0.4605 -1.0591
H -0.7300 2.2113 0.5450
H 0.0008 -1.1059 2.3208
H 1.6465 -2.7417 0.6201
H 1.7101 1.8522 1.1537
H 0.5402 -3.6913 -0.2289

Cartesian forces, eV/Å:
-1.448 0.246 1.323
1.907 -3.188 -0.168
-4.375 2.215 -1.721
-0.699 2.495 -2.044
-2.902 1.453 -0.428
0.591 0.494 -1.100
0.987 -1.475 1.636
0.506 -3.475 -2.744
-2.079 -1.330 0.878
0.418 0.384 0.293
0.349 -0.544 -0.199
0.977 0.430 -1.314
2.033 -2.093 0.874
1.883 2.032 -0.727
0.134 0.464 0.995
-1.537 -0.542 -0.091
2.645 -0.007 0.594
0.328 -0.708 -1.228
2.622 1.116 0.547
-0.739 -0.261 0.758
-0.028 -0.150 0.096
-0.052 -0.723 -0.766
-0.329 0.565 0.331
-0.966 -0.106 1.773
-0.227 2.709 2.432

electronic energy	-1135.64419	Ha
HOMO energy (alpha / beta)	-8.0123 / -8.0118	eV
energy relative to the best compared isomer or geometry (same formula, charge and spin)	79.6	kcal/mol
LUMO energy (alpha / beta)	0.078 / 0.077	eV
net charge	0
2S+1	1
frontier orbital gap (alpha / beta)	8.09 / 8.09	eV

***

No. 3
Below is 2 unconnected molecules or ions with the total composition C5H11N3SSi, with properties calculated with ωB97M-V/def2-TZVPD.

Atoms and positions in Å:
C -3.2665 -0.8393 0.1505
Si -1.4840 -0.2150 -0.0145
C -1.2307 1.6157 0.5880
C -0.2433 -1.0215 -1.1065
S 0.0424 -1.6404 0.5430
H -3.5694 -1.0022 1.2255
H -4.0347 -0.4887 -0.3720
H -3.1629 -1.8779 -0.0812
H -0.5929 1.5327 1.4760
H -0.6365 2.0120 -0.1710
H -2.0023 2.2474 0.8479
H 0.5461 -0.6378 -1.7445
H -0.5813 -1.7455 -1.8320
C 4.6831 0.6473 -0.5559
N 5.1546 -0.4800 -0.0118
C 4.0856 -1.1196 0.4586
N 3.0140 -0.3394 0.2010
N 3.3713 0.7589 -0.4010
H 5.3830 1.2676 -1.0616
H 4.0624 -1.8948 1.2049
H 1.9988 -0.4433 0.2950

Cartesian forces, eV/Å:
3.553 -2.274 3.441
-0.668 1.217 1.105
1.572 -3.379 0.519
-0.508 0.095 -2.342
-0.281 -0.050 1.073
0.398 0.944 -0.786
-2.969 1.950 -2.260
0.049 -0.970 -0.754
0.026 0.021 -0.127
1.036 1.133 -1.233
-2.080 0.989 0.186
0.565 1.029 0.861
-0.849 -0.764 0.277
-0.612 -1.062 0.596
0.325 -1.501 0.691
0.223 1.345 0.214
-0.767 -0.528 0.507
0.595 1.974 -1.809
-0.239 0.911 -0.272
0.036 -0.476 -0.471
0.594 -0.603 0.583

electronic energy	-1049.03537	Ha
HOMO energy	-9.3185	eV
energy relative to the best compared isomer or geometry (same formula, charge and spin)	26.6	kcal/mol
LUMO energy	0.552	eV
net charge	0
structure (SMILES)	C[Si]1(C)CS1.c1nc[nH]n1
2S+1	1
frontier orbital gap	9.87	eV

***

No. 4
Below is a gas-phase ion, C5H11N4 (charge +1), with properties calculated with ωB97M-V/def2-TZVPD.

Atoms and positions in Å:
C 2.4462 1.5404 1.3338
C 1.5638 0.8713 0.5380
N 0.6794 -0.2380 0.9758
C -0.6678 -0.1389 0.3365
C -1.5411 -1.5520 0.4399
N -2.3812 -1.4834 -0.7284
N -0.5133 0.0766 -1.0785
C 0.5843 0.6078 -1.5551
N 1.6626 1.0208 -0.8544
H 2.6191 1.4379 2.3777
H 3.2075 2.1977 0.9068
H 0.8186 -0.1445 1.9288
H -1.1585 0.7109 0.7647
H -2.2957 -1.3592 1.3142
H -0.7263 -2.2399 0.5898
H -3.2922 -0.9679 -0.6907
H -2.4854 -2.3501 -1.2146
H -1.2774 -0.4773 -1.4935
H 0.4895 0.8072 -2.6327
H 2.2680 1.6808 -1.2579

Cartesian forces, eV/Å:
-0.604 -0.487 -1.764
1.669 -0.609 2.208
1.364 2.004 -4.083
0.529 -1.513 1.638
-1.596 4.995 2.210
-0.618 -0.392 -1.299
2.520 0.775 1.740
-0.603 0.502 -1.550
-3.625 -1.533 -0.071
-0.632 -0.407 0.741
-0.447 -0.177 -0.307
-0.989 -0.464 2.547
-0.875 0.402 0.190
2.142 -1.001 -0.852
-0.573 -1.128 -0.421
1.308 -0.980 0.558
-0.286 -0.425 -0.222
-0.484 -0.153 -1.166
0.864 -0.159 0.413
0.935 0.752 -0.509

electronic energy	-415.85126	Ha
HOMO energy	-12.7450	eV
energy relative to the best compared isomer or geometry (same formula, charge and spin)	45.1	kcal/mol
LUMO energy	-3.518	eV
net charge	+1
structure (SMILES)	C=C1N[C@H](CN)NC=[NH+]1
2S+1	1
frontier orbital gap	9.23	eV

***

No. 5
Below is a molecular structure, C5H11N5O4S, with properties calculated with ωB97M-V/def2-TZVPD.

Atoms and positions in Å:
C -0.2346 1.5147 0.2735
C 1.8033 0.1800 0.2150
C -2.4535 0.4338 0.3886
C 4.0693 -0.9337 0.4276
C -4.3756 -1.0388 -0.0583
N -1.0071 0.3604 0.3355
N 1.1181 1.3824 0.2192
N -0.6350 -1.4385 -1.5400
N -0.8747 2.6476 0.1865
N 3.1132 0.2249 0.2878
O -3.0463 1.4447 0.6023
O -0.9211 -2.1083 1.0092
O 1.1051 -0.8881 0.3461
O -2.9042 -0.6962 0.0051
S -0.6774 -1.2780 -0.0700
H 4.2644 -1.4242 -0.5901
H 5.0157 -0.5588 0.8408
H 3.6949 -1.7663 1.0850
H -4.8230 -1.2458 0.9562
H -4.4645 -1.8758 -0.7276
H -4.7975 -0.1695 -0.4976
H 1.6467 2.2333 0.4059
H -0.6404 -2.3174 -1.8993
H -1.8420 2.6991 0.4530
H -0.4768 3.6309 -0.0222
H 3.6886 0.9542 0.4163

Cartesian forces, eV/Å:
-0.506 -1.022 -0.789
-0.004 -0.303 1.294
-0.608 1.747 -0.644
-0.401 -2.237 -0.982
0.017 0.331 1.174
-0.918 -0.577 -0.133
-0.400 1.271 -0.054
-0.171 3.928 2.787
2.215 2.708 -0.213
-1.545 -4.930 -0.257
-0.361 0.155 0.626
-0.284 -1.142 1.131
1.381 0.029 -0.407
-0.931 -1.927 0.224
2.574 1.505 -2.017
-0.274 0.975 1.354
-0.489 0.056 -0.210
0.059 1.145 -0.492
0.968 0.252 -1.018
0.304 -0.313 -0.055
-0.681 0.646 -0.282
-0.053 -0.160 -0.320
-0.091 -3.517 -1.467
-0.945 -0.517 0.004
-0.127 -2.423 0.567
1.271 4.319 0.180

electronic energy	-1169.34348	Ha
HOMO energy	-18.4855	eV
LUMO energy	-8.094	eV
net charge	+2
2S+1	1
frontier orbital gap	10.39	eV

***

No. 6
Below is 2 unconnected molecules or ions with the total composition C5H11NO, with properties calculated with ωB97M-V/def2-TZVPD.

Atoms and positions in Å:
C -0.2994 0.0514 1.3298
C -1.5106 0.5777 2.1232
C -0.2170 0.4186 0.0291
N 0.9999 0.2123 -0.8048
C 1.9024 -1.0200 -1.3821
C 1.0285 -2.2091 -1.5731
O -1.1862 1.0917 -0.4561
H -0.9768 4.8213 2.1499
H 0.3646 -0.7098 1.8279
H -1.3587 1.0488 3.1279
H -1.9662 1.2951 1.4570
H -2.3114 -0.2385 2.3383
H 0.4604 0.2554 -1.6652
H 2.5207 -1.0994 -0.6573
H -1.6717 4.9913 2.3160
H 0.6567 -2.5223 -0.5873
H 1.3363 -3.1357 -2.1146
H 0.0122 -1.8379 -2.0713

Cartesian forces, eV/Å:
0.519 -1.304 2.634
-0.566 -1.635 0.430
-0.999 0.199 1.338
0.599 -1.631 -3.751
-6.836 2.284 -0.269
-2.927 0.059 -1.715
1.438 -0.158 -1.746
0.247 -0.087 -0.071
-0.371 1.000 -0.649
0.458 -0.306 -0.682
-0.326 0.256 0.098
1.016 1.021 -0.396
0.083 0.964 -0.452
5.335 -0.788 4.158
-0.249 0.077 0.068
0.229 0.032 0.077
0.316 0.884 0.235
2.031 -0.866 0.695

electronic energy	-326.91552	Ha
HOMO energy (alpha / beta)	-2.0684 / -2.0270	eV
energy relative to the best compared isomer or geometry (same formula, charge and spin)	100.0	kcal/mol
LUMO energy (alpha / beta)	3.984 / 3.252	eV
net charge	-1
2S+1	2
frontier orbital gap (alpha / beta)	6.05 / 5.28	eV

***

No. 7
Below is a gas-phase ion, C5H11NO (charge -1), with properties calculated with ωB97M-V/def2-TZVPD.

Atoms and positions in Å:
C -1.2260 -1.8361 -0.5671
C -0.0468 -1.2410 -1.2557
N 0.6732 -0.2677 -0.4422
C 1.7199 -0.8460 0.3502
C 0.4209 1.1405 -0.2097
C -0.5843 1.2998 0.9076
O -1.0566 2.3894 1.3236
H -0.8926 -2.2083 0.4127
H -1.4834 -2.7948 -1.1264
H -2.1834 -1.3799 -0.4836
H -0.3294 -0.7289 -2.1905
H 0.6950 -2.0541 -1.6602
H 2.7016 -1.1103 -0.0839
H 1.4080 -1.7345 0.9306
H 1.8907 -0.1679 1.2177
H 1.2599 1.8621 -0.2052
H -0.0766 1.6066 -1.1512
H -0.9127 0.3168 1.3190

Cartesian forces, eV/Å:
0.103 -3.753 -0.239
1.311 1.608 -1.378
2.237 -1.064 -0.285
-0.259 0.347 2.176
-2.746 0.828 -1.465
0.873 -1.337 0.321
-0.349 1.281 0.113
-0.301 0.301 -0.029
0.234 0.716 0.441
-0.244 1.336 0.087
-0.270 -0.051 0.144
-1.193 1.196 1.123
-0.194 0.242 -0.557
-0.190 -0.206 -0.508
0.221 -0.063 -0.678
0.627 -0.804 0.546
0.168 -0.765 0.319
-0.026 0.185 -0.130

electronic energy	-326.99861	Ha
HOMO energy (alpha / beta)	0.7263 / -2.9658	eV
energy relative to the best compared isomer or geometry (same formula, charge and spin)	47.9	kcal/mol
LUMO energy (alpha / beta)	3.918 / 3.840	eV
net charge	-1
2S+1	2
frontier orbital gap (alpha / beta)	3.19 / 6.81	eV

***

No. 8
Below is 2 unconnected molecules or ions with the total composition C5H11NO, with properties calculated with ωB97M-V/def2-TZVPD.

Atoms and positions in Å:
C -1.5025 -0.2809 -2.0025
C -0.9561 0.3975 -0.9307
C -0.3823 -0.2414 0.2486
N -0.6297 -1.6144 0.3812
C 0.2382 0.4791 1.2302
C 0.5527 -0.1031 2.6152
H -2.0804 -1.1017 -1.6028
H -1.8324 0.1237 -2.9772
H -0.9456 1.4185 -1.0556
H -0.7098 -1.9137 1.3749
H -1.4908 -1.8358 -0.0568
H 0.6080 1.4095 0.8287
H 1.2838 -0.9228 2.6214
H -0.4637 -0.4767 3.1529
H 1.0699 0.6587 3.2712
O 2.2436 1.2735 -1.5334
H 1.8576 0.4316 -1.2661
H 1.4635 1.8141 -1.6565

Cartesian forces, eV/Å:
-0.822 1.002 2.287
0.024 -2.291 -2.815
-0.629 0.333 1.723
0.053 -0.048 1.605
-0.194 -1.326 -0.823
-0.972 0.619 0.894
0.508 -1.295 -1.091
0.266 0.152 0.982
1.090 2.412 0.074
0.371 0.363 -1.068
-0.702 -0.609 -0.462
-0.036 0.575 0.855
-0.414 -0.143 -0.323
2.387 0.865 -1.157
-0.979 -0.614 -0.649
0.024 -0.187 0.058
0.158 -0.116 0.048
-0.133 0.308 -0.140

electronic energy	-327.02092	Ha
HOMO energy	-8.2310	eV
energy relative to the best compared isomer or geometry (same formula, charge and spin)	69.3	kcal/mol
LUMO energy	0.431	eV
net charge	0
structure (SMILES)	C=C/C(N)=C/C.O
2S+1	1
frontier orbital gap	8.66	eV